a:
The following is a quantum chemistry calculation of a 2-piece molecular cluster, C4H7N3S overall, from the OMol25 dataset.

Geometry as ORCA input:
```
! RIJCOSX wB97M-V def2-TZVPD def2/J DEFGRID3
* xyz 0 1
C -0.48705 -2.17035 -0.42870
C 0.46129 -3.02722 -0.02958
C 0.20345 -0.89211 -0.70342
C 1.07435 1.54838 -1.11398
N 1.70063 -2.24335 0.04860
N -1.33110 0.94508 1.81746
N 1.48606 -1.04927 -0.33012
S -0.50080 0.64030 -0.96958
H -1.54010 -2.31143 -0.63868
H 0.33953 -4.08231 0.09761
H 1.67037 0.89603 -1.70506
H 1.55092 1.54890 -0.06748
H 0.94755 2.49037 -1.62728
H -2.30682 1.24214 1.95444
H -1.39193 -0.04232 1.90377
*
```

Values from the calculation:
Orbital gap (spin up / spin down): 7.7 / 7.4 eV


b:
The following is a quantum chemistry calculation of C4H7N3S as an isolated structure, from the OMol25 dataset.

Geometry as ORCA input:
```
! RIJCOSX wB97M-V def2-TZVPD def2/J DEFGRID3
* xyz 0 1
C 0.66375 1.20373 -1.52601
C 0.22964 0.38011 -0.33550
C -0.50968 0.26808 1.75497
C -0.37525 -0.88518 0.04761
H -0.10091 2.16707 -1.38156
H 1.74195 1.51656 -1.28795
H 0.55120 0.69475 -2.42417
H -0.08500 2.17767 0.86881
H -1.19474 -1.82243 1.61849
H 0.68840 -2.71233 -0.02926
H 0.17747 -1.72400 -2.03963
N 0.19165 1.06243 0.88223
N -0.55526 -0.96377 1.26705
N -0.37197 -2.14548 -0.67466
S -1.05123 0.78278 3.25959
*
```

Values from the calculation:
Orbital gap: 6.7 eV


c:
The following is a quantum chemistry calculation of an isolated molecule of C4H7N3S, from the OMol25 dataset.

Geometry as ORCA input:
```
! RIJCOSX wB97M-V def2-TZVPD def2/J DEFGRID3
* xyz 0 1
S -2.03011 -1.36758 -0.14946
N -2.20518 0.27497 -0.07433
C -1.30085 1.12625 0.01209
C 0.19241 0.81812 0.07215
C 0.59304 0.02567 -1.19609
N 1.48976 -0.97962 -0.86789
C 1.39693 -1.11613 0.48228
N 0.61323 -0.18372 1.03385
H -0.80793 -1.27887 0.53063
H -1.63147 2.18954 0.25626
H 0.90473 1.68113 0.07249
H -0.47584 -0.19445 -1.48192
H 0.99292 0.80067 -1.91633
H 2.00262 -1.72585 1.06749
H 0.26573 -0.07014 2.15878
*
```

Values from the calculation:
Orbital gap: 8.7 eV
Structure (SMILES): S/N=C\[C@@H]1CN=CN1


Tell me which of them is the least stable. Sure, it is b.


a:
The following is a quantum chemistry calculation of an isolated molecule of C8H11N3, from the OMol25 dataset.

Geometry as ORCA input:
```
! RIJCOSX wB97M-V def2-TZVPD def2/J DEFGRID3
* xyz 0 1
C -2.53233 1.52480 1.84446
N -1.77057 1.54688 0.58471
C -2.61923 1.15274 -0.55518
N -0.59786 0.92521 0.64189
N -0.30638 0.33505 -0.41806
C 0.86198 -0.33251 -0.54705
C 1.88310 -0.09472 0.42053
C 3.10048 -0.73955 0.38315
C 3.24794 -1.62151 -0.70698
C 2.18045 -2.12064 -1.47004
C 0.94440 -1.55164 -1.32510
H -2.90869 0.47458 2.11869
H -3.51218 2.17542 1.88783
H -1.83778 1.81858 2.75447
H -3.40327 1.90048 -0.78663
H -1.81013 1.16851 -1.36851
H -2.85604 0.07539 -0.58088
H 1.26438 0.38576 1.29901
H 3.89096 -0.51839 0.95454
H 4.36795 -1.97369 -0.94151
H 2.29056 -2.82755 -2.29800
H 0.12224 -1.70321 -1.89132
*
```

Values from the calculation:
Orbital gap: 8.3 eV
Structure (SMILES): CN(C)/N=N/c1ccccc1


b:
The following is a quantum chemistry calculation of a 2-piece molecular cluster, C8H11N3 overall, from the OMol25 dataset.

Geometry as ORCA input:
```
! RIJCOSX wB97M-V def2-TZVPD def2/J DEFGRID3
* xyz 0 1
C 2.75538 -1.72780 0.37391
C 3.72323 -0.86696 -0.10507
C 1.91394 0.26603 0.07122
C -1.02442 -0.03594 0.76942
C 0.89628 1.29527 0.09534
C -2.14280 -0.15142 0.03599
C -3.23222 -0.89366 0.76239
C -2.26422 0.53745 -1.25958
N 1.61334 -0.96229 0.53759
N 1.01303 2.50277 -0.11524
N 3.19432 0.35910 -0.22649
H 2.89074 -2.70182 0.60088
H 4.68985 -1.01722 -0.63269
H -0.59518 -0.28633 1.70475
H -3.82068 -1.26806 -0.00210
H -2.99870 -1.71659 1.31998
H -3.80428 -0.22289 1.39921
H -2.86581 0.02603 -2.10609
H -1.29355 0.74662 -1.65926
H -2.71369 1.62308 -1.14230
H 0.32406 3.28295 0.17061
H 3.74139 1.21168 -0.59248
*
```

Values from the calculation:
Orbital gap: 8.3 eV


Tell me which of them is the least stable. Sure, it is b.


a:
The following is a quantum chemistry calculation of an isolated ion of composition C4H9N2S and charge +1, from the OMol25 dataset.

Geometry as ORCA input:
```
! RIJCOSX wB97M-V def2-TZVPD def2/J DEFGRID3
* xyz 1 1
C -0.99946 1.10104 -1.03862
N -0.72981 0.05423 0.02715
C -0.03318 -1.21067 -0.45278
N 0.08459 -2.18170 0.46360
C 0.18291 0.81569 0.95354
C 1.51037 0.85127 0.67396
S 2.25956 -0.06938 -0.55560
H -1.82190 0.69924 -1.64548
H -1.50246 1.83061 -0.41769
H -0.12207 1.31869 -1.44322
H -1.43322 -0.33621 0.63798
H -0.05214 -1.15851 -1.55849
H 0.87735 -2.77419 0.20336
H -0.22985 -2.16181 1.39823
H -0.18194 1.62691 1.49303
H 2.19126 1.59481 1.26104
*
```

Values from the calculation:
Orbital gap (spin up / spin down): 7.6 / 7.6 eV
Structure (SMILES): C[N@@H+](C=[NH2+])/C=C\[S-]


b:
The following is a quantum chemistry calculation of an isolated ion of composition C4H9N2S and charge +1, from the OMol25 dataset.

Geometry as ORCA input:
```
! RIJCOSX wB97M-V def2-TZVPD def2/J DEFGRID3
* xyz 1 1
C 1.64031 -1.99802 -1.59382
C 0.86955 0.63193 0.76936
C -1.38985 1.06751 1.60675
C -0.86477 0.35943 -0.79606
N -0.36139 0.69190 0.52388
N 1.23099 -0.89820 -1.13233
S 2.16284 -0.05278 -0.03750
H 2.41127 -2.61209 -1.37332
H 0.88096 -2.54956 -2.18859
H 1.32321 1.03477 1.76097
H -2.33211 0.90224 1.27875
H -1.31476 1.99389 1.97807
H -1.24031 0.36062 2.48465
H -1.28708 -0.61541 -0.76183
H -0.10722 0.46394 -1.58710
H -1.62164 1.21982 -0.93188
*
```

Values from the calculation:
Orbital gap: 9.8 eV


Tell me which of them is the least stable. Sure, it is a.


a:
The following is a quantum chemistry calculation of a 2-piece molecular cluster, CH3FIN overall, from the OMol25 dataset.

Geometry as ORCA input:
```
! RIJCOSX wB97M-V def2-TZVPD def2/J DEFGRID3
* xyz 0 1
C 0.58295 0.33630 0.74606
N -0.51671 -0.94916 -1.09964
F -0.46857 0.49551 1.53029
I 1.27824 2.04309 -0.18105
H 1.28472 -0.40561 1.08620
H -1.22699 -1.35857 -0.49479
H -0.93365 -0.16156 -1.58708
*
```

Values from the calculation:
Orbital gap (spin up / spin down): 7.7 / 7.7 eV


b:
The following is a quantum chemistry calculation of CH3FIN as an isolated structure, from the OMol25 dataset.

Geometry as ORCA input:
```
! RIJCOSX wB97M-V def2-TZVPD def2/J DEFGRID3
* xyz 0 1
C -0.63503 0.25260 -0.04119
N 0.30172 -0.62498 -0.55555
F 0.33098 -1.71745 0.24449
I 2.63653 0.53917 0.16092
H -0.15163 1.25145 -0.16657
H -1.56287 0.13934 -0.60920
H -0.91972 0.15987 0.96710
*
```

Values from the calculation:
Orbital gap (spin up / spin down): 8.8 / 7.3 eV


c:
The following is a quantum chemistry calculation of CH3FIN as an isolated structure, from the OMol25 dataset.

Geometry as ORCA input:
```
! RIJCOSX wB97M-V def2-TZVPD def2/J DEFGRID3
* xyz 0 1
C -0.59245 -0.13757 0.26155
N 0.23859 -1.05471 0.30128
F 2.47320 -0.04756 -0.77259
I -0.21846 -2.37024 1.74870
H 2.12007 -0.80314 -0.38676
H -1.46497 -0.12618 0.75501
H -0.32801 0.78645 -0.36847
*
```

Values from the calculation:
Orbital gap: 9.7 eV


d:
The following is a quantum chemistry calculation of CH3FIN as an isolated structure, from the OMol25 dataset.

Geometry as ORCA input:
```
! RIJCOSX wB97M-V def2-TZVPD def2/J DEFGRID3
* xyz 0 1
C -0.23242 -0.45973 -0.67277
N 0.73069 -0.30593 0.07786
F -0.16432 2.10895 0.42611
I 0.60744 -0.94789 2.02048
H 0.30752 0.98358 0.31323
H -0.91373 -1.46639 -0.46038
H -0.33518 0.08740 -1.70453
*
```

Values from the calculation:
Orbital gap: 9.2 eV


Tell me which of them is the least stable. Sure, it is a.


a:
The following is a quantum chemistry calculation of an isolated molecule of C10H8O3, from the OMol25 dataset.

Geometry as ORCA input:
```
! RIJCOSX wB97M-V def2-TZVPD def2/J DEFGRID3
* xyz 0 1
C -1.95858 2.39282 -1.26657
O -0.90695 1.42848 -1.24471
C -0.75210 0.70433 -0.13567
C -1.52179 0.77360 0.97028
C -1.29091 -0.08504 2.13038
O -1.95525 -0.06463 3.13230
O -0.22783 -0.96385 2.07639
C 0.57822 -1.02418 0.96971
C 1.62441 -1.94021 1.05861
C 2.46701 -2.10124 -0.04441
C 2.27093 -1.31271 -1.19310
C 1.23328 -0.39599 -1.26390
C 0.36051 -0.24823 -0.16924
H -2.91536 1.88353 -1.13364
H -1.78958 3.12838 -0.46343
H -1.93494 2.84258 -2.24602
H -2.34009 1.48238 1.06993
H 1.76159 -2.52395 1.95066
H 3.28831 -2.80052 -0.00919
H 2.92566 -1.41115 -2.06420
H 1.08346 0.23561 -2.12419
*
```

Values from the calculation:
Orbital gap: 9.2 eV
Structure (SMILES): COc1cc(=O)oc2ccccc12


b:
The following is a quantum chemistry calculation of an isolated molecule of C10H8O3, from the OMol25 dataset.

Geometry as ORCA input:
```
! RIJCOSX wB97M-V def2-TZVPD def2/J DEFGRID3
* xyz 0 1
C 1.12215 -2.17633 0.26932
C 0.70056 -2.01918 1.49480
C 0.80140 -1.35542 -0.91198
C -0.30011 -1.09889 2.11253
C -0.22565 -0.57707 -1.03446
C -0.99450 -0.27906 1.30638
C 0.88854 2.19972 -1.00076
C 0.17612 1.65929 0.03388
C -1.29559 1.59307 -0.03758
C -1.24349 0.01091 -1.76957
O -1.67429 -0.59283 -2.77346
O -1.79093 1.07211 -1.18927
O -1.85276 0.65269 1.15280
H 2.06551 -2.65782 0.16571
H 1.19681 -2.65963 2.28919
H 1.63000 -1.19946 -1.51870
H -0.58744 -1.22126 3.10302
H 2.00660 2.27298 -0.84859
H 0.43266 2.50982 -1.88505
H 0.74744 1.37377 0.99210
H -1.80302 2.49261 0.04967
*
```

Values from the calculation:
Orbital gap (spin up / spin down): 7.7 / 7.7 eV


Tell me which of them is the least stable. Sure, it is b.


a:
The following is a quantum chemistry calculation of an isolated molecule of C2H4O2S2, from the OMol25 dataset.

Geometry as ORCA input:
```
! RIJCOSX wB97M-V def2-TZVPD def2/J DEFGRID3
* xyz 0 1
C -0.13622 -0.77125 0.00135
C 0.65970 0.29433 -0.71527
O -1.34758 -0.63202 0.31325
O 0.54295 -1.82648 0.50136
S -2.34630 0.52287 -0.26498
S 0.89239 1.77479 0.40523
H 0.21067 0.68129 -1.62221
H 1.75381 -0.07013 -0.78776
H 0.05998 -2.28431 1.25054
H -0.28940 2.31092 0.91848
*
```

Values from the calculation:
Orbital gap (spin up / spin down): 7.6 / 7.6 eV


b:
The following is a quantum chemistry calculation of an isolated molecule of C2H4O2S2, from the OMol25 dataset.

Geometry as ORCA input:
```
! RIJCOSX wB97M-V def2-TZVPD def2/J DEFGRID3
* xyz 0 1
C 2.44673 -0.46057 -0.63191
S 0.77952 -0.46150 0.11869
C 1.75588 -0.10358 2.01407
S 1.00824 1.19252 2.65724
O 1.50555 1.49938 3.98048
O 0.28987 2.20410 1.91620
H 2.33475 -0.46583 -1.74511
H 2.89509 -1.41856 -0.27648
H 3.00055 0.50518 -0.14633
H 1.95907 -0.88970 2.65163
*
```

Values from the calculation:
Orbital gap: 8.6 eV
Structure (SMILES): CSC=S(=O)=O


Tell me which of them is the least stable. Sure, it is b.


a:
The following is a quantum chemistry calculation of an isolated molecule of C4H6ClF, from the OMol25 dataset.

Geometry as ORCA input:
```
! RIJCOSX wB97M-V def2-TZVPD def2/J DEFGRID3
* xyz 0 1
C 0.02723 -0.26185 -1.55065
C 0.51437 0.04991 -0.09493
C -0.01286 -0.65862 1.13355
F 0.69808 -1.01769 2.28589
C -0.34036 0.75702 0.90605
Cl 0.15533 2.27801 1.62709
H -1.02325 -0.56789 -1.71913
H 0.18249 0.66325 -2.20229
H 0.45134 -1.00520 -2.13929
H 1.54483 0.24784 0.07367
H -0.84545 -1.38623 1.13780
H -1.35174 0.90143 0.54223
*
```

Values from the calculation:
Orbital gap: 11.3 eV
Structure (SMILES): C[C@@H]1[C@@H](F)[C@H]1Cl


b:
The following is a quantum chemistry calculation of an isolated molecule of C4H6ClF, from the OMol25 dataset.

Geometry as ORCA input:
```
! RIJCOSX wB97M-V def2-TZVPD def2/J DEFGRID3
* xyz 0 1
C -2.06586 -0.29441 0.08193
C -0.87576 0.26933 -0.02515
Cl -0.65459 2.06573 -0.01123
C 0.43677 -0.34738 -0.44913
C 1.56619 0.04662 0.43350
F 2.23887 1.10180 -0.23210
H -2.97017 0.20594 -0.12128
H -2.16452 -1.34956 0.11780
H 0.71934 0.06580 -1.41874
H 0.17460 -1.43891 -0.46714
H 2.22387 -0.77812 0.67743
H 1.37128 0.45315 1.41410
*
```

Values from the calculation:
Orbital gap: 10.7 eV
Structure (SMILES): C=C(Cl)CCF


Tell me which of them is the least stable. Sure, it is a.